Computed, not measured: a 2-piece molecular cluster, C3H7O overall in a non-equilibrium geometry, with ωB97M-V/def2-TZVPD.

maximum force = 1.926 eV/A
charge = -1
LUMO = 4.12 eV
HOMO level = -2.05 eV
frontier orbital gap = 6.1687 eV
energy relative to the best compared isomer or geometry (same formula, charge and spin) = 33.1 kJ/mol
calculated total energy = -5271.346 eV

CARTESIAN COORDINATES (ANGSTROEM)
C (-1.56, -0.09, -0.22)
O (-0.79, -0.63, -1.05)
C (-2.93, -0.10, 0.03)
C (2.62, 0.14, 0.00)
H (-1.01, 0.51, 0.53)
H (-3.74, -0.79, -0.37)
H (-3.21, 0.52, 0.93)
H (2.60, -0.89, -0.37)
H (2.88, 0.88, -0.77)
H (3.40, 0.13, 0.79)
H (1.72, 0.32, 0.51)

***

Computed, not measured: a 2-piece molecular cluster, C3H7O overall in a non-equilibrium geometry, with ωB97M-V/def2-TZVPD.

maximum force = 1.545 eV/A
charge = -1
LUMO = 4.83 eV
HOMO level = -1.63 eV
frontier orbital gap = 6.4569 eV
energy relative to the best compared isomer or geometry (same formula, charge and spin) = 120.3 kJ/mol
calculated total energy = -5270.442 eV

CARTESIAN COORDINATES (ANGSTROEM)
O (-1.13, -2.06, 0.71)
H (-1.02, -2.26, -0.23)
C (0.24, 0.28, 1.06)
C (0.63, 0.89, -0.18)
C (0.08, 0.80, -1.43)
H (0.99, 0.26, 1.85)
H (-0.49, -1.20, 0.80)
H (-0.74, 0.53, 1.45)
H (1.67, 1.26, -0.18)
H (0.52, 1.37, -2.24)
H (-0.75, 0.13, -1.59)

***

Computed, not measured: a 3-piece molecular cluster, C3H7O2 overall in a non-equilibrium geometry, with ωB97M-V/def2-TZVPD.

maximum force = 1.013 eV/A
charge = -1
LUMO = 4.21 eV
HOMO level = -2.39 eV
frontier orbital gap = 6.5948 eV
energy relative to the best compared isomer or geometry (same formula, charge and spin) = 333.9 kJ/mol
calculated total energy = -7317.491 eV

CARTESIAN COORDINATES (ANGSTROEM)
C (0.52, 0.20, -1.00)
O (0.50, 0.69, -2.11)
H (0.16, -0.80, -0.76)
H (0.99, 0.79, -0.19)
H (3.15, 3.03, -2.32)
C (-1.97, -1.27, 0.87)
C (-0.88, -1.27, 1.73)
O (0.27, -1.73, 1.61)
H (-2.94, -0.99, 1.27)
H (-1.82, -1.12, -0.20)
H (-1.14, -0.76, 2.70)
H (3.17, 3.24, -1.61)

***

Computed, not measured: a 3-piece molecular cluster, C3H7O2 overall in a non-equilibrium geometry, with ωB97M-V/def2-TZVPD.

maximum force = 1.219 eV/A
charge = -1
LUMO = 3.92 eV
HOMO level = -2.47 eV
frontier orbital gap = 6.3927 eV
energy relative to the best compared isomer or geometry (same formula, charge and spin) = 307.2 kJ/mol
calculated total energy = -7317.768 eV

CARTESIAN COORDINATES (ANGSTROEM)
C (0.82, -0.10, -0.37)
O (1.68, 0.25, -1.13)
H (0.05, 0.55, 0.07)
H (0.85, -1.15, -0.02)
H (-0.36, -3.35, -5.84)
C (-0.02, 1.75, 2.19)
C (-0.80, 0.64, 2.44)
O (-1.72, 0.22, 1.67)
H (0.79, 1.98, 2.87)
H (-0.19, 2.40, 1.35)
H (-0.59, 0.08, 3.36)
H (-0.51, -3.28, -6.58)

***

Computed, not measured: an isolated ion of composition C3H7O2 and charge -1 in a non-equilibrium geometry, with ωB97M-V/def2-TZVPD.

maximum force = 1.187 eV/A
charge = -1
SMILES = [O-]CCCO
LUMO = 4.17 eV
HOMO level = -2.30 eV
frontier orbital gap = 6.4741 eV
energy relative to the best compared isomer or geometry (same formula, charge and spin) = 256.5 kJ/mol
calculated total energy = -7318.293 eV

CARTESIAN COORDINATES (ANGSTROEM)
O (1.22, -1.56, 0.49)
C (1.43, -0.22, 0.46)
C (0.14, 0.67, 0.22)
C (-0.83, -0.05, -0.68)
O (-2.22, 0.23, -0.33)
H (2.11, -0.01, -0.42)
H (1.77, 0.13, 1.45)
H (-0.21, 0.80, 1.26)
H (0.30, 1.70, -0.14)
H (-0.61, -1.11, -0.48)
H (-0.58, 0.08, -1.74)
H (-2.50, -0.66, -0.08)

***

Computed, not measured: one molecule with the formula C3H7O2 in a non-equilibrium geometry, with ωB97M-V/def2-TZVPD.

maximum force = 2.018 eV/A
LUMO (alpha / beta) = 0.88 / -1.65 eV
⟨S²⟩ = 0.754
HOMO level (alpha / beta) = -10.32 / -9.98 eV
frontier orbital gap (alpha / beta) = 11.1988 / 8.3283 eV
energy relative to the best compared isomer or geometry (same formula, charge and spin) = 61.2 kJ/mol
calculated total energy = -7316.755 eV
2S+1 = 2

CARTESIAN COORDINATES (ANGSTROEM)
C (-0.05, -0.33, -0.56)
C (-0.69, 0.81, 0.21)
O (-1.14, 1.91, -0.56)
C (0.83, -1.20, 0.42)
O (1.58, -2.14, -0.16)
H (0.68, -0.03, -1.31)
H (-0.81, -0.94, -1.05)
H (-1.59, 0.46, 0.71)
H (0.03, 1.14, 0.97)
H (-0.39, 2.42, -0.85)
H (1.40, -0.45, 1.00)
H (0.16, -1.64, 1.18)

***

Computed, not measured: a 2-piece molecular cluster, C3H7O2 overall in a non-equilibrium geometry, with ωB97M-V/def2-TZVPD.

maximum force = 9.023 eV/A
charge = +1
LUMO = -6.44 eV
HOMO level = -15.22 eV
frontier orbital gap = 8.7745 eV
energy relative to the best compared isomer or geometry (same formula, charge and spin) = 265.2 kJ/mol
calculated total energy = -7308.407 eV

CARTESIAN COORDINATES (ANGSTROEM)
C (0.68, -1.51, -0.69)
C (0.03, -0.89, 0.61)
C (2.10, -1.37, -0.47)
O (-2.01, 2.86, -0.17)
O (-1.11, -0.57, 0.94)
H (-1.64, 0.36, 0.78)
H (0.44, -1.74, -1.63)
H (0.78, -0.98, 1.42)
H (-2.04, 3.67, -0.70)
H (2.93, -1.51, -1.09)
H (2.52, -1.13, 0.49)
H (-2.68, 2.83, 0.51)

***

Computed, not measured: a 2-piece molecular cluster, C3H7O2S overall in a non-equilibrium geometry, with ωB97M-V/def2-TZVPD.

maximum force = 3.195 eV/A
charge = -1
LUMO = 3.46 eV
HOMO level = -3.97 eV
frontier orbital gap = 7.4340 eV
energy relative to the best compared isomer or geometry (same formula, charge and spin) = 141.1 kJ/mol
calculated total energy = -18155.152 eV

CARTESIAN COORDINATES (ANGSTROEM)
C (-1.54, 0.92, 1.29)
S (0.38, 0.87, 1.39)
C (0.60, -0.89, 0.89)
H (-1.78, 0.30, 0.40)
H (-1.99, 0.50, 2.23)
H (-2.15, 1.77, 1.10)
H (-0.11, -1.57, 1.44)
H (1.66, -1.01, 0.85)
H (0.27, -1.10, -0.12)
O (2.22, -0.67, -2.16)
C (1.19, 0.03, -2.34)
O (-0.07, -0.11, -1.99)
H (1.33, 0.95, -2.98)

***

Computed, not measured: C3H7O2Sn as an isolated structure in a non-equilibrium geometry, with ωB97M-V/def2-TZVPD.

maximum force = 5.194 eV/A
LUMO (alpha / beta) = -0.28 / -0.19 eV
⟨S²⟩ = 0.754
HOMO level (alpha / beta) = -6.13 / -8.62 eV
frontier orbital gap (alpha / beta) = 5.8511 / 8.4293 eV
energy relative to the best compared isomer or geometry (same formula, charge and spin) = 259.9 kJ/mol
calculated total energy = -13145.729 eV
2S+1 = 2

CARTESIAN COORDINATES (ANGSTROEM)
O (-0.87, -0.41, 0.89)
C (-1.89, 0.53, 0.70)
H (-1.62, 1.52, 1.11)
H (-2.12, 0.66, -0.37)
H (-2.80, 0.17, 1.21)
H (0.20, -0.47, 1.56)
C (1.04, -0.53, -1.49)
C (0.81, 0.14, -0.28)
O (1.56, -0.33, 0.79)
Sn (3.24, -0.98, 0.12)
H (0.78, -1.60, -1.53)
H (0.99, 0.06, -2.41)
H (0.69, 1.24, -0.30)

***

Computed, not measured: a 2-piece molecular cluster, C3H7O3 overall, with ωB97M-V/def2-TZVPD.

maximum force = 0.756 eV/A
charge = -1
LUMO = 4.38 eV
HOMO level = -4.46 eV
frontier orbital gap = 8.8402 eV
energy relative to the best compared isomer or geometry (same formula, charge and spin) = 48.8 kJ/mol
calculated total energy = -9368.653 eV

CARTESIAN COORDINATES (ANGSTROEM)
O (-0.15, -0.90, -0.93)
C (-1.05, -0.34, -0.25)
O (-0.90, 0.45, 0.71)
C (-2.51, -0.68, -0.64)
H (-3.19, 0.02, -0.15)
H (-2.63, -0.64, -1.72)
H (-2.71, -1.71, -0.35)
C (2.34, 0.83, 0.83)
O (2.31, 0.12, -0.39)
H (2.19, 0.16, 1.68)
H (3.34, 1.28, 0.92)
H (1.58, 1.61, 0.85)
H (1.38, -0.19, -0.56)